Entry 1:
Here is 2 unconnected molecules or ions with the total composition H4O2 at a distorted geometry from the OMol25 dataset. Energies are from ωB97M-V/def2-TZVPD.

Properties
LUMO in eV: 0.779
SMILES: O.O
Gap between HOMO and LUMO in eV: 11.9
Relative energy (zero: lowest compared OMol25 entry of this formula, charge and spin) in kcal/mol: 2.4
HOMO level in eV: -11.11
Energy in eV: -4159.8356

Atoms and positions in Å:
O 1.415005 -0.051980 -0.141147
O -1.714794 0.100863 0.032006
H -2.123591 -0.638679 -0.407355
H 1.696291 -0.373082 0.741326
H 1.465746 0.872788 -0.077846
H -0.738657 0.090090 -0.146982

Cartesian forces, eV/Å:
0.0 -2.2 0.7
1.2 0.7 0.2
0.2 -0.4 -0.3
-0.3 0.2 -0.8
0.2 2.1 0.1
-1.3 -0.4 0.1



Entry 2:
Here is 2 unconnected molecules or ions with the total composition C5H17N2O at a distorted geometry from the OMol25 dataset. Energies are from ωB97M-V/def2-TZVPD.

Properties
LUMO in eV: -3.313
Gap between HOMO and LUMO in eV: 8.3
Relative energy (zero: lowest compared OMol25 entry of this formula, charge and spin) in kcal/mol: 23.3
HOMO level in eV: -11.63
Energy in eV: -10481.9221
Total charge: +1

Atoms and positions in Å:
O -5.866242 -0.193260 -0.480383
N -1.743600 0.158059 -0.028731
N 3.112296 -0.241678 -0.948802
C -0.440435 -0.503068 0.410916
C -0.351813 -0.341168 1.913675
C 0.678878 0.131829 -0.384290
C 3.589403 1.059329 -0.557440
C 1.945197 -0.772368 -0.329095
H -1.735301 1.167365 0.150741
H 3.211120 -0.431496 -1.931592
H 0.929166 1.096598 0.050649
H -0.584247 -1.547724 0.146233
H -0.590577 0.698661 2.174950
H 3.821550 1.111929 0.505308
H -2.616428 -0.166423 0.422218
H -6.293009 -1.030638 -0.675834
H 2.901388 1.882078 -0.780426
H -6.440968 0.507913 -0.795793
H 4.528379 1.283291 -1.060914
H 2.132973 -0.948151 0.725875
H -1.004843 -0.976655 2.497287
H 0.387553 0.214986 -1.429907
H 0.678304 -0.462611 2.247224
H -1.960947 0.013813 -1.016711
H 1.712203 -1.710609 -0.825156

Cartesian forces, eV/Å:
0.6 0.0 0.2
-1.4 0.2 -0.1
0.5 -0.1 0.0
-0.6 -0.1 0.2
0.4 0.9 0.1
0.4 -0.7 0.1
0.1 0.4 0.0
-0.4 0.5 -0.2
0.3 -0.1 -0.1
-0.2 0.0 0.0
-0.1 0.3 -0.2
0.1 -0.2 -0.1
0.0 -0.1 0.0
-0.1 -0.2 0.2
0.6 -0.2 0.3
-0.2 0.1 -0.1
-0.1 0.1 0.0
-0.2 -0.1 -0.1
0.0 -0.1 -0.1
0.3 -0.3 0.2
-0.1 -0.3 -0.1
0.0 0.3 -0.1
-0.1 -0.3 0.0
0.4 0.1 -0.2
0.0 -0.3 0.2



Entry 3:
Here is C19H29NO4 in the gas phase at a distorted geometry from the OMol25 dataset. Energies are from ωB97M-V/def2-TZVPD.

Properties
LUMO in eV: 0.735
SMILES: CCCCC(CN(C)c1ccccc1)(C(=O)OCC)C(=O)OCC
Gap between HOMO and LUMO in eV: 9.3
Relative energy (zero: lowest compared OMol25 entry of this formula, charge and spin) in kcal/mol: 140.7
HOMO level in eV: -8.54
Energy in eV: -29848.2991

Atoms and positions in Å:
O -2.497323 1.508466 1.535540
O 2.287824 1.852057 0.896359
O 0.684066 3.163577 1.826194
O -0.765587 1.140336 2.983247
N -2.079548 -0.408044 -0.699384
C -1.140565 1.385821 1.848004
C -2.304405 -0.066390 -2.087583
C -0.229520 1.883742 -0.780937
C -1.971377 -0.637294 -4.455168
C -2.791013 0.429761 -4.822558
C -3.321422 1.225863 2.714210
C -1.715983 -0.877001 -3.063101
C -0.899238 5.686778 -1.149830
C -4.533641 0.433309 2.353518
C -0.866293 -0.155969 0.006114
C 0.988717 2.122364 1.203069
C -0.079516 1.268873 0.671577
C -3.062609 1.049590 -2.493415
C -2.670968 -1.656704 -0.218136
C -3.329632 1.262097 -3.865114
C 3.078811 2.931521 1.580124
C -1.051327 4.342377 -0.437289
C -0.229988 3.352930 -1.262762
C 4.521889 2.935601 0.993523
H -3.486389 -1.993609 -0.865161
H 4.921567 1.892113 0.865406
H -4.939126 0.767238 1.405861
H 4.523187 3.415696 -0.024882
H -1.512255 6.457461 -0.676590
H 3.102494 2.668850 2.659964
H 0.804935 3.710533 -1.370771
H 5.218228 3.533232 1.661203
H -5.275195 0.552214 3.138762
H -4.306454 -0.627677 2.306781
H 2.571669 3.932710 1.431544
H -3.505637 1.728174 -1.766672
H 0.085850 -0.632320 -0.330201
H -2.105816 4.050022 -0.352539
H -1.175959 5.628996 -2.216730
H -2.710046 0.687826 3.442105
H -1.538469 -1.301372 -5.204205
H -3.998852 2.101660 -4.177719
H -0.620392 4.329691 0.587189
H -3.034663 -1.588393 0.819170
H 0.147994 5.997498 -1.099680
H -1.105194 1.618760 -1.244371
H -0.596764 3.293813 -2.315618
H -1.848818 -2.385019 -0.161642
H -1.254097 -0.373202 1.015368
H -2.972971 0.612042 -5.916650
H 0.605192 1.376882 -1.441347
H -1.085588 -1.710305 -2.797153
H -3.562365 2.207730 3.137479

Cartesian forces, eV/Å:
1.7 -0.5 0.8
-0.8 1.8 1.2
0.3 -2.9 -1.5
-0.3 0.2 -1.6
-0.6 2.2 -1.0
-0.3 0.4 0.3
0.6 -0.2 -0.3
2.5 1.4 -1.3
0.1 -0.1 1.6
0.4 -0.4 -1.5
0.5 0.7 0.2
-0.8 0.6 -1.9
-0.2 0.3 0.4
-0.1 -0.1 -0.1
2.6 -1.9 3.3
2.0 1.7 1.7
-5.6 1.9 -2.1
-0.4 -0.4 -0.6
0.6 -0.1 0.3
-0.5 0.8 0.9
1.4 0.1 -0.6
0.6 -0.1 -0.3
0.6 -0.3 0.3
0.0 0.0 -0.3
0.3 0.1 0.0
-0.4 1.0 0.3
-0.2 0.0 -0.1
0.0 -0.5 1.0
0.1 0.1 -0.1
-0.2 0.3 -0.7
-0.2 0.2 0.3
-0.9 -0.8 -0.7
-0.2 0.1 0.0
0.0 -0.1 -0.2
0.7 -1.4 0.2
0.2 -0.3 0.1
-1.1 -0.7 0.0
0.2 -0.1 -0.1
0.0 -0.1 0.4
-0.2 0.2 -0.1
-0.1 0.2 0.2
0.8 -0.8 0.4
-0.5 0.4 -0.7
-0.1 0.3 -0.4
-0.1 0.1 0.0
-2.0 -1.3 -0.4
0.1 0.1 0.6
-0.4 -0.5 -0.3
1.1 -1.9 -0.5
0.1 -0.2 1.3
-1.4 0.6 1.5
0.0 -0.1 0.2
-0.1 -0.2 0.0



Entry 4:
Here is C4H5N3 in the gas phase at a distorted geometry from the OMol25 dataset. Energies are from ωB97M-V/def2-TZVPD.

Properties
LUMO (alpha / beta) in eV: -0.282 / -0.284
Gap between HOMO and LUMO (alpha / beta) in eV: 7.9 / 7.9
Relative energy (zero: lowest compared OMol25 entry of this formula, charge and spin) in kcal/mol: 91.5
HOMO level (alpha / beta) in eV: -8.21 / -8.21
Energy in eV: -8695.8456

Atoms and positions in Å:
N -1.743928 -0.148173 0.213176
N 0.177400 1.142955 0.078089
N 2.603910 -1.066170 1.055523
C 0.904797 0.089037 -0.499606
C -1.167262 1.012305 0.285423
C -1.117744 -1.177030 -0.308652
C 1.895132 -0.513998 0.317133
H 1.107976 0.164853 -1.569257
H 0.668718 1.772733 0.698215
H -1.195651 -2.125435 0.223541
H -0.413271 -1.030973 -1.124701
H -1.720076 1.879900 0.631111

Cartesian forces, eV/Å:
0.2 0.2 -0.1
0.0 0.0 0.3
-0.4 0.5 -0.7
0.2 0.2 0.2
0.0 0.0 -0.1
0.5 0.2 0.2
0.7 -0.3 0.7
-0.3 -0.3 0.3
-0.1 0.1 0.1
0.1 0.1 -0.3
-1.0 -0.6 -0.6
0.1 -0.1 -0.1



Which value of relative energy (zero: lowest compared OMol25 entry of this formula, charge and spin) does entry 2 give?
23.3 kcal/mol